Entry 1:
ORCA calculation (ωB97M-V with the def2-TZVPD basis set) on C36H58N7P2Zn as an isolated structure.

XYZ file:
```
104
Properties=species:S:1:pos:R:3:forces:R:3
Zn -0.293231 -0.395020 -0.121151 0.1 0.1 -0.4
C 0.547321 2.900114 -1.744050 0.0 0.0 -0.1
C -0.545705 2.394920 -2.695394 0.0 -0.1 0.1
C -1.320704 3.596147 -3.236595 0.1 0.0 -0.1
P -1.499688 1.088576 -1.765250 -0.2 0.1 0.1
C -2.708125 0.252705 -2.907254 0.0 0.1 0.1
C -3.279763 1.040071 -4.084334 -0.1 0.0 0.0
C -3.807626 -0.400990 -2.063319 0.1 0.0 0.0
C -2.409549 2.025392 -0.523980 0.0 0.0 0.0
C -3.427101 2.920626 -0.884733 0.1 0.0 0.0
C -3.963162 3.839356 -0.004771 -0.1 0.1 0.0
C -5.084749 4.769528 -0.392408 0.1 -0.1 0.1
C -3.371717 3.898829 1.260434 0.0 0.0 0.0
C -2.392916 3.012366 1.653894 0.1 -0.1 0.0
C -1.938740 1.967344 0.812913 0.1 0.0 0.1
N -1.022522 0.998001 1.193479 0.0 0.0 0.2
C -0.742018 0.708656 2.526935 -0.1 0.0 -0.1
C -1.644791 0.918387 3.589626 0.0 -0.1 -0.1
C -1.306267 0.674372 4.907114 0.0 -0.1 0.0
C -0.048334 0.189150 5.259265 0.0 0.0 0.1
C 0.347221 -0.041774 6.698454 0.0 0.0 -0.1
C 0.818047 -0.112640 4.220627 0.0 0.0 0.0
C 0.490911 0.090252 2.875401 0.0 0.0 0.0
P 1.552812 -0.416679 1.497547 0.0 -0.2 0.2
C 2.865324 0.888953 1.382344 -0.1 0.0 -0.1
C 2.202843 2.268408 1.479821 0.0 0.0 -0.1
C 3.988227 0.749203 2.407157 0.0 0.0 0.0
C 2.483347 -2.007171 1.828986 -0.2 0.0 0.0
C 1.741585 -3.201243 1.208152 0.1 0.1 0.0
C 2.870214 -2.354618 3.266050 0.1 0.0 0.0
H 1.239059 3.560469 -2.273529 0.0 0.0 0.0
H 1.115836 2.084212 -1.296630 0.0 0.1 0.0
H 0.093505 3.471755 -0.928908 0.0 0.0 0.0
H -0.080491 1.858505 -3.531897 0.0 0.0 0.0
H -1.834663 4.117487 -2.429022 0.0 0.0 0.0
H -2.048497 3.330731 -4.001042 0.0 0.1 0.1
H -0.612540 4.301228 -3.683226 0.0 -0.1 0.0
H -2.108450 -0.554617 -3.329790 0.1 -0.1 -0.1
H -3.938593 1.848664 -3.761450 0.1 0.0 0.0
H -3.873124 0.364215 -4.706699 0.0 0.0 0.0
H -2.493118 1.459851 -4.712915 -0.1 -0.1 0.0
H -4.519448 0.342640 -1.704487 0.0 0.0 0.0
H -3.394191 -0.906338 -1.184381 0.0 0.0 0.0
H -4.352585 -1.137908 -2.661851 0.0 0.1 0.0
H -3.788830 2.913715 -1.908199 0.0 0.0 0.1
H -5.359122 4.641507 -1.440129 0.0 0.0 0.0
H -4.803768 5.814341 -0.240473 0.0 0.0 0.0
H -5.974616 4.581289 0.212552 0.0 0.0 0.0
H -3.687936 4.672409 1.956226 0.0 -0.1 0.0
H -1.950024 3.130241 2.632787 0.0 0.0 0.0
H -2.643307 1.262780 3.360325 0.0 0.0 0.0
H -2.040910 0.866627 5.683419 0.0 0.0 0.0
H -0.274602 0.542226 7.376684 0.0 0.0 0.0
H 1.387509 0.238609 6.869201 0.0 0.0 0.0
H 0.242102 -1.093997 6.975981 0.0 0.0 0.0
H 1.789573 -0.514457 4.476634 -0.1 0.1 0.0
H 3.292705 0.774415 0.378568 0.0 0.0 0.0
H 1.921755 2.476699 2.514065 0.0 0.0 0.0
H 1.297397 2.336012 0.873639 0.1 0.0 0.1
H 2.899195 3.044337 1.151682 0.0 0.0 0.0
H 3.597032 0.831198 3.424473 0.0 0.0 0.0
H 4.708609 1.559145 2.264469 0.0 0.0 0.0
H 4.528822 -0.194222 2.312078 0.0 0.1 0.0
H 3.410093 -1.848546 1.262418 0.0 0.0 0.0
H 0.834555 -3.407419 1.776484 -0.1 0.0 0.0
H 2.373776 -4.092053 1.250208 0.0 0.0 0.0
H 1.467514 -3.027183 0.165768 0.0 0.0 0.0
H 1.981806 -2.527128 3.874056 0.0 0.0 0.0
H 3.481404 -1.586715 3.740454 -0.1 -0.1 0.0
H 3.450357 -3.280918 3.257701 0.0 0.0 0.0
N -2.837656 -4.037862 1.024800 -0.1 -0.1 0.0
C -2.973316 -3.667897 2.340941 0.1 0.1 0.1
C -2.266815 -2.508579 2.471868 0.0 0.1 -0.1
N -1.716989 -2.161401 1.261281 0.3 0.2 0.1
C -2.069453 -3.098858 0.418695 0.0 0.0 0.2
C -1.583360 -3.090188 -0.945925 0.2 -0.1 -0.3
N -0.740008 -2.176821 -1.389104 -0.1 -0.1 0.3
C -0.471718 -2.504321 -2.698739 0.2 0.2 0.0
C -1.155695 -3.623485 -3.047277 0.0 0.0 0.0
N -1.856425 -3.987849 -1.919356 -0.1 -0.1 0.0
H -3.269126 -4.841882 0.606530 0.0 -0.1 0.0
H -3.534945 -4.248435 3.055387 0.0 0.0 -0.1
H -2.124464 -1.909306 3.357643 0.0 0.0 -0.1
H 0.217083 -1.934525 -3.303986 -0.1 -0.1 0.1
H -1.196456 -4.186373 -3.965678 0.0 0.0 0.1
H -2.467969 -4.781939 -1.852753 0.0 0.0 0.0
C 3.403212 -1.473117 -4.094067 0.0 0.0 0.0
C 3.773510 -1.414170 -2.615712 0.1 0.0 0.0
C 4.639148 -0.182410 -2.332910 0.0 0.0 0.0
C 4.523079 -2.679441 -2.213837 0.0 0.0 0.0
N 2.532849 -1.430312 -1.816801 0.0 0.0 -0.1
N 1.719277 -0.271523 -1.914057 0.0 0.0 0.1
H 4.300540 -1.594047 -4.703564 -0.1 0.0 0.0
H 2.907577 -0.554473 -4.422010 0.0 -0.1 0.0
H 2.740140 -2.322098 -4.280767 0.1 0.0 0.0
H 5.603441 -0.276096 -2.836385 -0.1 0.0 0.0
H 4.830612 -0.080707 -1.259312 0.0 0.0 -0.1
H 4.173688 0.738249 -2.695435 0.1 0.0 0.0
H 5.436674 -2.785603 -2.800168 0.0 0.0 0.0
H 3.894492 -3.557879 -2.376474 0.1 0.0 0.0
H 4.804148 -2.644720 -1.155105 0.0 0.0 -0.1
H 2.776696 -1.528887 -0.839072 0.0 -0.1 0.1
H 1.280275 -0.279185 -2.825092 -0.1 0.1 -0.1
H 2.272991 0.581120 -1.873764 0.1 0.0 0.0
```
Forces are in eV/Å.

The LUMO energy is -2.13 eV. Its spin multiplicity is 1. The calculation puts the gap between HOMO and LUMO at 0.2423 Ha. As for the total charge: +1. For the HOMO energy, the calculation gives -8.72 eV.

Entry 2:
ORCA calculation (ωB97M-V with the def2-TZVPD basis set) on C6H6O2Tl as an isolated structure at a distorted geometry.

XYZ file:
```
15
Properties=species:S:1:pos:R:3:forces:R:3
C -0.689691 -0.364945 -1.715351 2.7 -1.7 -0.2
C -1.208478 0.325670 -0.680605 -3.4 0.4 1.0
O -2.219158 0.699043 -0.157347 3.8 -3.9 -4.2
H -1.267740 -0.314855 -2.641696 0.1 0.2 0.1
Tl -2.718882 2.100276 1.265911 -5.6 4.6 2.8
O -0.679861 1.806598 1.880947 2.8 -0.5 -0.3
C 0.176127 1.012643 1.242274 2.1 -1.5 0.9
C 1.183278 0.284266 1.279764 -1.9 1.1 -0.1
C 1.253736 -1.361542 -0.500843 1.0 -1.4 0.9
C 0.546719 -1.091351 -1.651171 -2.3 2.1 -0.9
H -0.423240 1.986154 2.797863 0.4 0.0 0.4
H 1.992757 -0.136423 1.856962 0.3 -0.3 -0.7
H 0.771119 -2.012402 0.237560 0.1 0.6 0.2
H 2.332151 -1.513215 -0.603961 -0.2 0.2 0.2
H 0.951161 -1.419917 -2.610306 0.1 0.1 0.0
```
Forces are in eV/Å.

The LUMO energy (spin up / spin down) is -10.22 / -11.69 eV. Its spin multiplicity is 2. The calculation puts the gap between HOMO and LUMO (spin up / spin down) at 0.2759 / 0.2273 Ha. As for the total charge: +2. For the HOMO energy (spin up / spin down), the calculation gives -17.73 / -17.88 eV.

Entry 3:
ORCA calculation (ωB97M-V with the def2-TZVPD basis set) on a 7-piece molecular cluster, C21H54O19P4 overall at a distorted geometry.

XYZ file:
```
98
Properties=species:S:1:pos:R:3:forces:R:3
C -2.490112 -0.612469 -5.015082 -1.6 -2.6 -1.3
O -1.291112 0.011531 -4.904082 6.0 3.7 1.6
P -1.092112 1.698531 -4.775082 -7.4 0.8 -0.3
O -2.442112 2.264531 -5.191082 2.5 -0.8 -0.5
O -1.094112 2.163531 -3.228082 1.4 0.4 -1.5
C -1.133112 1.258531 -2.207082 2.2 -5.4 -1.7
O 0.098888 2.461531 -5.502082 1.4 -3.9 0.6
C 0.191888 3.845531 -5.300082 -5.0 0.4 3.6
H -3.246112 -0.090469 -4.528082 -1.6 1.3 0.3
H -2.589112 -1.650469 -4.507082 1.1 1.4 -0.9
H -2.604112 -0.682469 -6.114082 -1.0 -0.4 0.7
H -0.162112 0.575531 -2.283082 -1.8 1.0 0.2
H -1.975112 0.521531 -2.268082 0.4 0.9 0.2
H -0.976112 1.658531 -1.293082 -0.3 1.8 2.9
H 0.407888 4.175531 -4.232082 -0.7 -1.0 -0.7
H -0.903112 4.083531 -5.547082 1.9 1.3 0.0
H 0.985888 4.281531 -5.725082 2.5 1.1 -3.0
C 1.991888 2.405531 2.375918 -3.7 5.0 3.8
O 0.941888 1.456531 2.330918 -0.5 -1.9 -1.6
P -0.546112 1.890531 2.574918 -2.1 1.4 3.1
O -0.515112 3.094531 3.473918 -0.5 -1.0 -1.2
O -1.492112 2.138531 1.284918 0.5 -0.1 0.1
C -2.397112 3.277531 1.312918 0.3 2.0 -2.0
O -1.295112 0.635531 3.348918 1.7 -0.9 -1.0
C -2.720112 0.665531 3.616918 2.9 6.3 1.2
H 2.957888 2.094531 2.185918 1.5 -1.3 -1.0
H 1.938888 2.762531 3.509918 0.7 -0.6 -2.2
H 1.633888 3.407531 1.875918 1.1 -2.0 0.3
H -2.871112 3.388531 2.308918 -0.6 -0.6 -1.0
H -2.973112 3.422531 0.225918 0.9 -1.3 3.3
H -1.824112 4.222531 1.270918 0.3 -0.5 0.1
H -3.164112 0.006531 4.276918 0.1 -2.0 1.3
H -3.204112 0.744531 2.716918 -1.5 0.0 -2.1
H -2.719112 1.748531 4.138918 -1.1 -2.2 -0.9
C 2.418888 0.467531 -0.674082 -0.5 -4.6 -0.8
O 2.288888 -0.641469 0.325918 0.1 -1.2 0.9
P 0.906888 -1.423469 0.755918 -2.2 5.4 -0.7
O -0.165112 -0.397469 0.531918 0.1 -1.0 -0.1
O 0.693888 -2.598469 -0.252082 2.8 -1.7 4.3
C 0.238888 -2.461469 -1.537082 -1.8 3.4 0.6
O 0.793888 -1.827469 2.340918 4.7 0.7 -2.7
C -0.363112 -2.439469 2.753918 -2.4 2.9 2.2
H 2.343888 -0.003469 -1.708082 -0.2 0.9 1.3
H 3.373888 0.832531 -0.562082 2.4 0.4 0.4
H 1.785888 1.236531 -0.465082 -2.4 1.8 0.4
H -0.830112 -2.538469 -1.301082 -0.2 0.4 -1.8
H 0.643888 -3.228469 -2.052082 0.9 -2.6 -2.0
H 0.610888 -1.488469 -1.950082 -0.9 -0.8 0.0
H -1.134112 -1.858469 2.297918 -1.2 -0.2 -1.0
H -0.643112 -2.040469 3.830918 1.3 -1.8 -1.6
H -0.332112 -3.424469 2.419918 -0.6 -2.0 0.5
C 7.819888 4.483531 -3.401082 -5.3 -3.7 -1.1
O 8.136888 5.099531 -2.246082 3.4 0.9 2.1
P 7.084888 5.592531 -1.190082 -1.8 0.6 -1.7
O 6.202888 6.458531 -1.950082 -1.6 1.0 0.1
O 6.322888 4.271531 -0.692082 1.3 -0.3 1.7
C 4.890888 4.167531 -0.743082 3.4 0.4 -2.9
O 7.835888 6.402531 -0.043082 -1.1 -3.5 0.2
C 8.971888 7.103531 -0.313082 0.1 3.8 2.7
H 7.273888 3.501531 -3.048082 0.4 1.5 -1.0
H 8.487888 4.037531 -4.071082 2.6 0.2 -0.1
H 7.089888 4.975531 -4.106082 0.6 0.3 1.2
H 4.356888 3.332531 -0.576082 -0.3 -3.9 1.4
H 4.694888 4.364531 -1.728082 -0.8 0.4 -2.9
H 4.405888 4.899531 -0.326082 -2.1 4.3 3.2
H 8.796888 7.881531 -0.978082 -0.8 1.5 -1.4
H 9.841888 6.722531 -0.619082 2.8 -3.2 -1.5
H 9.342888 7.625531 0.598918 -0.9 -0.4 -0.1
C -3.967112 -1.237469 0.204918 -0.1 3.0 0.0
C -4.605112 -2.380469 -0.417082 0.3 -2.7 -1.4
C -5.646112 -3.243469 0.343918 -0.8 2.3 -0.9
O -4.239112 -2.715469 -1.571082 -1.2 0.6 2.8
H -3.997112 -0.452469 -0.587082 0.0 -0.2 0.6
H -2.925112 -1.450469 0.231918 1.1 -0.2 0.3
H -4.268112 -0.770469 1.183918 -0.1 -1.0 -1.0
H -6.521112 -2.928469 -0.265082 0.0 -1.0 0.1
H -5.989112 -2.972469 1.361918 1.1 0.0 -0.4
H -5.400112 -4.272469 0.243918 -0.1 -0.8 -0.2
C -1.721112 -5.288469 0.098918 1.0 -1.9 -0.3
C -2.153112 -6.739469 0.230918 1.7 0.6 -1.5
C -3.431112 -7.045469 -0.393082 -2.7 -3.4 4.6
O -1.465112 -7.592469 0.752918 -0.3 0.5 0.2
H -0.719112 -5.234469 0.508918 -0.2 0.8 0.4
H -2.531112 -4.735469 0.433918 -1.1 1.5 2.0
H -1.761112 -4.877469 -0.889082 0.5 -0.6 -1.3
H -4.224112 -6.931469 0.454918 1.1 0.5 -1.2
H -3.614112 -8.113469 -0.493082 0.8 -0.5 0.0
H -3.861112 -6.718469 -1.236082 -0.7 2.5 -3.1
C -1.972112 -5.716469 4.611918 -10.5 1.3 4.3
C -2.692112 -4.328469 4.515918 3.0 -0.1 1.2
C -2.661112 -3.328469 5.683918 -0.6 -1.9 0.7
O -3.189112 -4.005469 3.492918 -1.5 0.7 -2.0
H -2.513112 -6.066469 5.599918 2.5 0.1 -1.1
H -1.058112 -5.756469 4.380918 7.4 -0.2 -0.8
H -2.542112 -6.319469 3.967918 -0.4 -0.8 -1.5
H -2.957112 -3.838469 6.625918 -0.3 0.4 -0.6
H -3.241112 -2.484469 5.427918 -1.3 0.6 -0.2
H -1.753112 -2.866469 5.960918 1.8 -0.1 -0.2
```
Forces are in eV/Å.

The LUMO energy is 0.15 eV. Its spin multiplicity is 1. The energy above the lowest of the compared OMol25 structures with the same formula, charge and spin comes out at 186.1 kJ/mol. As for the structure (SMILES): COP(=O)(OC)OC.COP(=O)(OC)OC.COP(=O)(OC)OC.COP(=O)(OC)OC.CC(C)=O.CC(C)=O.CC(C)=O. The calculation puts the gap between HOMO and LUMO at 0.3593 Ha. As for the total charge: 0. For the HOMO energy, the calculation gives -9.63 eV.

Entry 4:
ORCA calculation (ωB97M-V with the def2-TZVPD basis set) on a 2-piece molecular cluster, CH2N2O3 overall at a distorted geometry.

XYZ file:
```
8
Properties=species:S:1:pos:R:3:forces:R:3
C -0.155089 -1.453259 -0.553367 -1.4 0.3 1.4
N 0.746754 -0.403516 -0.517285 0.8 2.4 -2.7
N 0.014043 2.015697 0.463823 -3.8 -2.3 0.2
O 0.986039 2.613116 0.376025 2.2 1.9 0.3
O -1.005499 2.021284 1.128849 1.6 0.5 -0.5
O 0.609830 -1.003980 0.622141 -1.1 -2.1 1.5
H -1.242236 -1.419728 -0.541884 0.0 1.3 0.5
H 0.046157 -2.369615 -0.978303 1.7 -1.9 -0.7
```
Forces are in eV/Å.

The LUMO energy (spin up / spin down) is 0.19 / -0.90 eV. Its spin multiplicity is 1. The energy above the lowest of the compared OMol25 structures with the same formula, charge and spin comes out at 571.5 kJ/mol. The calculation puts the gap between HOMO and LUMO (spin up / spin down) at 0.3672 / 0.3104 Ha. As for the total charge: 0. For the HOMO energy (spin up / spin down), the calculation gives -9.80 / -9.34 eV.

Entry 5:
ORCA calculation (ωB97M-V with the def2-TZVPD basis set) on a 6-piece molecular cluster, C3H17N2O6S overall at a distorted geometry.

XYZ file:
```
29
Properties=species:S:1:pos:R:3:forces:R:3
N -0.429542 0.790742 -0.250547 0.5 0.9 0.1
C -1.817135 0.689242 0.185869 0.4 -1.2 -0.7
C -2.593990 -0.525554 -0.385731 -1.6 -0.4 -0.6
S -2.133014 -1.129502 -2.080532 -0.4 1.0 0.3
C -1.938902 0.628376 1.686146 0.2 1.6 0.9
N -1.024326 1.353966 2.430288 -0.8 -1.1 -0.1
O -2.914940 0.159218 2.239560 0.0 -0.4 0.1
H -0.289753 1.014269 -1.251577 -0.8 -0.6 0.9
H 0.026503 -0.078024 -0.046393 0.4 -0.5 -0.3
H -2.275984 1.634850 -0.063758 -0.5 0.2 -0.3
H -2.592461 -1.419746 0.227869 1.0 0.0 0.7
H -3.702822 -0.361974 -0.241699 0.9 0.5 -0.8
H -0.224791 1.810415 2.047763 0.4 0.2 -0.4
H -1.215857 1.314787 3.417406 0.3 0.2 0.0
H 1.308312 2.146589 0.088790 0.1 0.3 0.6
H 2.458110 2.147171 1.109935 -0.2 -0.1 -0.1
O 1.780564 2.722138 0.726145 -0.2 0.3 -0.4
H 2.262922 -1.169275 -0.803421 0.0 -0.2 -0.2
H 1.253321 -2.318817 -0.584069 -0.2 -0.3 0.0
O 1.739528 -1.612794 -0.123501 0.5 0.4 0.2
H -0.765214 -2.923656 -1.026455 -0.3 0.6 -0.7
H 0.182637 -2.335306 -2.105881 -1.1 0.2 -0.1
O 0.009000 -3.115322 -1.573388 1.5 -1.4 0.5
H 1.733263 0.373764 2.025789 -0.1 -0.4 -0.4
H 2.639802 -0.182129 0.863385 -0.6 -0.2 0.5
O 2.626104 0.351197 1.668407 0.9 0.3 0.5
H 1.277828 -0.265480 -2.384686 0.0 0.3 -0.5
H 2.420353 0.275228 -3.347238 -0.4 -0.1 -0.1
O 2.200471 0.025613 -2.448489 0.2 -0.1 0.6
```
Forces are in eV/Å.

The LUMO energy is 2.79 eV. Its spin multiplicity is 1. The calculation puts the gap between HOMO and LUMO at 0.2274 Ha. As for the total charge: -1. For the HOMO energy, the calculation gives -3.40 eV.

Entry 6:
ORCA calculation (ωB97M-V with the def2-TZVPD basis set) on a single CH4N2 molecule at a distorted geometry.

XYZ file:
```
7
Properties=species:S:1:pos:R:3:forces:R:3
H -1.363551 -1.112811 0.097394 0.1 0.6 -0.1
N -1.334157 -0.079225 0.035810 2.0 -0.1 -0.3
C -0.119596 0.361862 -0.046911 -1.3 1.6 1.1
N 1.127114 -0.186804 -0.103786 5.7 -0.1 3.1
H 0.116525 1.480188 -0.011799 -1.3 -1.2 -0.3
H 1.976171 0.512932 0.535002 -3.7 -2.7 -2.9
H 1.437736 -1.189280 0.136701 -1.6 1.9 -0.6
```
Forces are in eV/Å.

The LUMO energy is 0.61 eV. Its spin multiplicity is 1. The energy above the lowest of the compared OMol25 structures with the same formula, charge and spin comes out at 237.7 kJ/mol. As for the structure (SMILES): [H]/N=C\N. The calculation puts the gap between HOMO and LUMO at 0.3731 Ha. As for the total charge: 0. For the HOMO energy, the calculation gives -9.55 eV.

Across the entries above, E_tot takes the values -115697.3356, -15081.5338, -98706.1216, -10184.1733, -29489.6223, -4080.4184 eV, respectively.